1.
ORCA calculation (ωB97M-V with the def2-TZVPD basis set) on a cluster of 13 separate species, C32H96N18O13 in total.

```
159
Properties=species:S:1:pos:R:3:lowdin_charge:R:1
C -1.89 5.72 0.61 -0.062
C -0.84 4.68 0.81 -0.461
C 0.43 5.14 0.20 -0.239
O 1.41 4.14 0.12 -0.193
C 2.45 4.57 -0.80 -0.066
N -0.69 4.37 2.24 0.041
H -2.00 5.88 -0.47 0.089
H -1.65 6.59 1.27 0.108
H -2.85 5.33 0.94 0.060
H -1.26 3.73 0.45 0.137
H 0.76 6.05 0.74 0.141
H 0.16 5.46 -0.80 0.115
H 2.04 4.83 -1.78 0.083
H 3.23 3.78 -0.86 0.097
H 2.98 5.42 -0.33 0.075
H -0.31 5.17 2.69 0.073
H -1.68 4.30 2.57 0.077
C -0.69 -2.02 -0.73 -0.035
C -1.49 -0.86 -0.12 -0.389
C -0.98 0.50 -0.70 -0.198
O 0.40 0.70 -0.44 -0.205
C 0.79 1.08 0.92 -0.034
N -2.89 -0.90 -0.59 0.046
H -0.88 -2.05 -1.78 0.053
H -0.97 -3.03 -0.32 0.063
H 0.39 -1.90 -0.54 0.076
H -1.56 -0.86 0.95 0.104
H -1.68 1.21 -0.38 0.079
H -1.02 0.37 -1.78 0.103
H 0.63 0.27 1.60 0.060
H 0.29 2.01 1.20 0.062
H 1.88 1.25 0.87 0.079
H -3.16 -1.84 -0.40 0.043
H -2.97 -0.86 -1.62 0.073
C 3.21 -3.09 -1.13 -0.055
C 4.44 -3.40 -0.25 -0.426
C 4.25 -2.74 1.12 -0.224
O 4.65 -1.42 0.95 -0.179
C 4.08 -0.51 1.92 -0.066
N 4.76 -4.82 -0.14 0.034
H 3.37 -3.58 -2.13 0.087
H 3.16 -2.03 -1.37 0.067
H 2.26 -3.46 -0.77 0.050
H 5.25 -2.85 -0.73 0.131
H 4.93 -3.26 1.82 0.125
H 3.24 -2.84 1.50 0.099
H 4.75 -0.34 2.75 0.080
H 3.13 -0.79 2.27 0.041
H 4.01 0.41 1.34 0.072
H 4.43 -5.25 -0.98 0.043
H 5.79 -4.97 -0.10 0.091
C 6.45 4.52 2.31 -0.045
C 5.04 4.80 1.73 -0.380
C 4.05 3.76 2.35 -0.160
O 3.86 4.05 3.77 -0.182
C 3.01 3.06 4.33 -0.116
N 4.67 6.18 2.11 0.037
H 6.72 3.50 2.25 0.062
H 6.45 4.82 3.30 0.051
H 7.11 5.13 1.74 0.073
H 5.03 4.77 0.64 0.119
H 4.48 2.78 2.24 0.102
H 3.07 3.76 1.91 0.091
H 2.30 2.79 3.61 0.034
H 2.53 3.51 5.18 0.088
H 3.58 2.16 4.68 0.108
H 4.61 6.30 3.10 0.056
H 3.81 6.44 1.60 0.065
C -1.28 3.20 -3.17 -0.061
C -0.55 2.65 -4.38 -0.422
C -1.32 3.00 -5.71 -0.170
O -2.67 2.52 -5.59 -0.265
C -3.56 2.75 -6.68 -0.079
N 0.86 2.98 -4.58 0.046
H -1.50 4.26 -3.19 0.064
H -0.75 2.88 -2.23 0.078
H -2.27 2.72 -3.01 0.083
H -0.61 1.56 -4.23 0.112
H -0.83 2.57 -6.58 0.111
H -1.43 4.11 -5.84 0.133
H -4.01 3.71 -6.58 0.080
H -4.23 1.96 -6.59 0.065
H -2.96 2.69 -7.61 0.097
H 1.46 2.46 -3.91 0.060
H 1.11 3.95 -4.46 0.058
C -4.40 -1.79 2.82 -0.060
C -4.72 -3.29 2.92 -0.360
C -3.80 -4.27 2.19 -0.259
O -3.64 -3.92 0.88 -0.205
C -3.41 -5.00 -0.06 -0.045
N -4.75 -3.72 4.37 0.017
H -4.77 -1.29 3.64 0.036
H -4.71 -1.36 1.84 0.079
H -3.33 -1.58 2.86 0.046
H -5.74 -3.42 2.54 0.136
H -4.22 -5.28 2.23 0.122
H -2.81 -4.43 2.70 0.121
H -4.18 -5.75 0.09 0.096
H -2.49 -5.51 0.23 0.040
H -3.33 -4.52 -1.00 0.082
H -3.84 -3.71 4.85 0.060
H -5.42 -3.25 5.00 0.070
C 2.89 -0.53 -5.15 -0.074
C 1.87 -0.77 -4.03 -0.287
O 1.57 0.44 -3.31 -0.107
H 3.21 -1.50 -5.61 0.078
H 3.82 -0.21 -4.72 0.060
H 2.47 0.11 -5.95 0.078
H 2.34 -1.48 -3.32 0.085
H 0.92 -1.24 -4.31 0.085
H 1.24 0.18 -2.43 0.070
C -1.75 -1.14 -4.97 -0.740
O -1.89 -0.79 -3.84 0.053
N -1.99 -0.40 -6.03 0.186
N -1.13 -2.35 -5.23 0.133
H -2.39 0.55 -5.85 0.101
H -1.79 -0.73 -6.97 0.122
H -1.41 -2.85 -6.08 0.097
H -1.14 -2.97 -4.41 0.088
C 0.54 -2.10 3.71 -0.609
O 1.16 -2.91 3.02 0.004
N -0.82 -2.21 4.07 0.172
N 1.14 -1.04 4.34 0.170
H -1.32 -2.42 3.22 0.060
H -1.22 -1.35 4.32 0.042
H 2.16 -1.11 4.55 0.136
H 0.56 -0.45 4.90 0.026
C -0.32 -5.72 -2.60 -0.658
O 0.04 -4.82 -1.85 0.007
N -0.09 -5.61 -4.00 0.132
N -0.95 -6.79 -2.17 0.182
H 0.57 -4.92 -4.22 0.059
H -0.05 -6.38 -4.70 0.110
H -1.16 -7.53 -2.79 0.091
H -1.28 -6.93 -1.17 0.117
C -0.56 -6.19 1.64 -0.630
O -1.09 -6.98 0.85 -0.045
N -0.51 -6.50 2.98 0.169
N 0.03 -5.03 1.14 0.182
H -0.11 -5.85 3.59 0.072
H -1.19 -7.12 3.40 0.105
H 0.27 -4.18 1.66 0.059
H -0.07 -4.93 0.10 0.061
C -1.09 1.49 5.07 -0.610
O -0.71 0.62 5.83 0.013
N -2.40 1.66 4.70 0.150
N -0.28 2.27 4.22 0.186
H -3.16 1.41 5.31 0.120
H -2.70 2.44 4.20 0.039
H -0.60 2.96 3.56 0.027
H 0.71 2.16 4.28 0.045
C -3.83 2.36 1.69 -0.710
O -3.75 3.30 2.48 -0.025
N -3.18 1.23 1.81 0.196
N -4.52 2.58 0.55 0.166
H -3.33 0.48 1.13 0.057
H -2.73 1.02 2.71 0.088
H -4.97 3.47 0.39 0.110
H -4.74 1.86 -0.13 0.107
```

Properties
* energy relative to the best compared isomer or geometry (same formula, charge and spin): 0.00 kJ/mol
* E_LUMO: 0.4 eV
* molecular weight: 941.2 Da
* net charge: 0
* highest occupied orbital energy: -8.818 eV

2.
ORCA calculation (ωB97M-V with the def2-TZVPD basis set) on a cluster of 16 separate species, C32H96O16 in total.

```
144
Properties=species:S:1:pos:R:3:lowdin_charge:R:1
C 0.04 -0.12 4.62 -0.067
C -0.38 -0.31 6.09 -0.298
O 0.67 -0.91 6.84 -0.088
H 0.66 0.76 4.45 0.056
H -0.85 -0.13 4.00 0.054
H 0.63 -0.90 4.15 0.057
H -1.20 -1.03 6.11 0.102
H -0.71 0.60 6.58 0.108
H 0.31 -1.09 7.71 0.079
C 0.08 3.85 3.35 -0.090
C 1.41 4.56 3.54 -0.293
O 1.24 5.69 4.42 -0.080
H 0.14 3.08 2.58 0.062
H -0.67 4.56 3.00 0.058
H -0.23 3.43 4.31 0.076
H 1.91 4.81 2.61 0.099
H 2.07 3.87 4.07 0.104
H 1.10 5.41 5.32 0.078
C 0.89 0.29 -4.99 -0.082
C 0.31 0.06 -6.39 -0.328
O 1.22 0.49 -7.37 -0.064
H 0.27 -0.12 -4.20 0.045
H 1.04 1.34 -4.76 0.062
H 1.86 -0.21 -4.91 0.073
H -0.64 0.59 -6.51 0.101
H 0.11 -0.99 -6.61 0.105
H 0.96 0.15 -8.23 0.086
C -0.89 2.53 -2.87 -0.073
C -1.56 2.73 -4.24 -0.304
O -2.17 4.01 -4.15 -0.082
H -0.02 3.19 -2.83 0.080
H -0.64 1.48 -2.73 0.045
H -1.66 2.77 -2.15 0.061
H -2.38 2.02 -4.34 0.102
H -0.82 2.66 -5.04 0.100
H -1.49 4.66 -4.35 0.085
C -3.23 -1.00 -2.60 -0.076
C -2.10 -1.59 -3.40 -0.307
O -2.62 -2.71 -4.13 -0.082
H -4.07 -0.58 -3.16 0.073
H -2.84 -0.17 -2.01 0.054
H -3.63 -1.70 -1.88 0.089
H -1.25 -1.92 -2.80 0.094
H -1.70 -0.92 -4.16 0.091
H -2.85 -2.39 -5.01 0.078
C 1.96 -2.74 -3.12 -0.071
C 1.13 -3.36 -4.21 -0.333
O 1.85 -4.10 -5.19 -0.061
H 2.70 -2.04 -3.53 0.066
H 2.44 -3.54 -2.56 0.075
H 1.31 -2.13 -2.49 0.062
H 0.55 -2.61 -4.76 0.086
H 0.35 -3.98 -3.77 0.100
H 1.21 -4.44 -5.81 0.082
C 4.66 0.51 -2.37 -0.081
C 3.27 1.10 -2.21 -0.288
O 3.39 2.30 -1.41 -0.091
H 4.67 -0.36 -3.03 0.062
H 5.04 0.21 -1.39 0.053
H 5.36 1.21 -2.82 0.077
H 2.54 0.38 -1.84 0.097
H 2.91 1.46 -3.17 0.092
H 3.14 2.00 -0.53 0.028
C 4.53 1.40 2.18 -0.074
C 3.17 0.79 2.34 -0.312
O 2.46 1.08 1.16 -0.111
H 5.01 1.05 1.27 0.066
H 5.24 1.23 2.99 0.078
H 4.47 2.48 2.05 0.080
H 2.57 1.23 3.14 0.096
H 3.19 -0.30 2.43 0.109
H 1.70 0.50 1.05 0.031
C -3.27 2.63 2.91 -0.074
C -3.60 3.97 2.27 -0.264
O -3.29 3.85 0.88 -0.107
H -2.21 2.36 2.83 0.040
H -3.81 1.78 2.52 0.079
H -3.45 2.71 3.99 0.079
H -2.98 4.72 2.75 0.096
H -4.63 4.33 2.39 0.115
H -3.62 4.62 0.41 0.099
C -0.32 4.89 -0.16 -0.097
C 1.16 4.95 -0.30 -0.346
O 1.61 6.27 -0.21 -0.050
H -0.75 5.24 0.78 0.060
H -0.71 3.87 -0.27 0.045
H -0.77 5.53 -0.91 0.084
H 1.47 4.54 -1.26 0.107
H 1.58 4.29 0.46 0.093
H 1.36 6.59 0.66 0.083
C -2.75 -2.11 3.05 -0.065
C -3.06 -3.40 2.24 -0.282
O -2.93 -4.50 3.12 -0.103
H -3.45 -1.93 3.86 0.079
H -2.62 -1.21 2.45 0.057
H -1.75 -2.20 3.49 0.041
H -2.33 -3.58 1.46 0.086
H -4.07 -3.39 1.83 0.111
H -2.02 -4.51 3.45 0.014
C -0.82 1.01 0.56 -0.069
C -0.46 -0.21 -0.22 -0.278
O 0.51 -0.85 0.60 -0.110
H -1.62 1.64 0.16 0.060
H 0.04 1.67 0.67 0.062
H -1.17 0.77 1.56 0.064
H -0.05 -0.06 -1.22 0.095
H -1.35 -0.85 -0.28 0.108
H 0.66 -1.74 0.26 0.030
C -0.24 -5.58 0.35 -0.066
C -0.13 -4.38 -0.60 -0.284
O 0.79 -3.42 -0.16 -0.110
H 0.74 -5.97 0.63 0.069
H -0.83 -6.38 -0.09 0.082
H -0.64 -5.33 1.33 0.054
H -1.11 -3.90 -0.69 0.111
H 0.13 -4.84 -1.56 0.103
H 1.66 -3.83 -0.15 0.048
C -6.08 1.41 -2.23 -0.085
C -4.78 2.07 -1.88 -0.334
O -4.42 1.67 -0.57 -0.093
H -6.26 1.61 -3.29 0.076
H -6.94 1.76 -1.67 0.078
H -6.03 0.32 -2.16 0.066
H -4.93 3.15 -1.89 0.113
H -3.93 1.95 -2.56 0.081
H -3.90 2.38 -0.17 0.021
C 1.21 -3.51 3.16 -0.071
C 0.60 -3.97 4.46 -0.296
O -0.50 -4.83 4.28 -0.081
H 2.13 -2.97 3.39 0.081
H 0.52 -2.87 2.62 0.060
H 1.34 -4.35 2.48 0.065
H 0.22 -3.15 5.08 0.099
H 1.39 -4.49 5.00 0.117
H -0.58 -5.43 5.02 0.107
C 4.39 -2.23 0.02 -0.064
C 4.50 -3.63 0.66 -0.264
O 3.49 -4.46 0.07 -0.101
H 4.97 -1.53 0.61 0.072
H 3.36 -1.86 0.01 0.067
H 4.68 -2.20 -1.03 0.070
H 4.26 -3.59 1.72 0.097
H 5.50 -4.07 0.66 0.114
H 3.78 -5.38 0.08 0.095
```

Properties
* energy relative to the best compared isomer or geometry (same formula, charge and spin): 251.71 kJ/mol
* E_LUMO: 0.3 eV
* molecular weight: 737.1 Da
* net charge: 0
* highest occupied orbital energy: -9.573 eV

3.
ORCA calculation (ωB97M-V with the def2-TZVPD basis set) on a structure of composition C32H98AlB2F8N22O14.

```
177
Properties=species:S:1:pos:R:3:lowdin_charge:R:1
Al 3.45 -2.21 -0.97 1.520
B 0.48 0.14 -0.90 -1.530
F 0.15 -1.13 -0.46 0.124
F 0.60 0.84 0.25 0.180
F 1.67 0.17 -1.55 0.173
F -0.49 0.62 -1.69 0.150
B 2.82 -4.85 2.42 -1.441
F 3.28 -4.29 1.26 0.117
F 3.16 -6.20 2.38 0.130
F 3.44 -4.33 3.52 0.151
F 1.48 -4.69 2.47 0.165
C -1.81 -1.80 3.98 -0.055
C -1.81 -1.23 2.64 -0.452
C -1.70 0.29 2.66 -0.169
O -2.82 0.82 3.40 -0.156
C -2.82 2.21 3.26 -0.126
N -0.81 -1.90 1.88 0.117
H -2.65 -1.36 4.52 0.090
H -0.92 -1.63 4.58 0.080
H -1.86 -2.88 3.85 0.092
H -2.74 -1.40 2.10 0.123
H -1.50 0.72 1.68 0.119
H -0.79 0.52 3.23 0.099
H -1.88 2.75 3.40 0.066
H -3.62 2.65 3.85 0.104
H -3.06 2.45 2.22 0.065
H 0.15 -1.83 2.20 0.054
H -0.82 -1.40 1.00 0.058
C -7.15 -3.64 4.77 -0.075
C -6.95 -4.20 3.34 -0.364
C -5.53 -3.87 2.73 -0.164
O -5.63 -3.85 1.30 -0.222
C -4.46 -3.89 0.50 -0.099
N -7.24 -5.66 3.48 0.019
H -8.14 -3.76 5.20 0.075
H -6.95 -2.57 4.84 0.070
H -6.53 -4.20 5.47 0.072
H -7.70 -3.85 2.64 0.130
H -4.77 -4.64 2.91 0.110
H -5.10 -2.95 3.13 0.108
H -4.65 -4.17 -0.53 0.095
H -3.80 -4.57 1.04 0.080
H -4.06 -2.88 0.49 0.052
H -6.78 -6.16 2.73 0.058
H -6.77 -6.06 4.29 0.055
C -0.65 -4.24 -1.86 -0.018
C 0.35 -4.79 -0.77 -0.285
C 1.45 -5.69 -1.48 -0.121
O 2.43 -4.89 -2.15 -0.212
C 2.61 -5.27 -3.52 -0.075
N 0.91 -3.69 0.02 0.213
H -1.12 -5.08 -2.39 0.087
H -0.11 -3.56 -2.52 0.057
H -1.48 -3.71 -1.40 0.072
H -0.18 -5.41 -0.06 0.167
H 1.01 -6.42 -2.17 0.126
H 1.88 -6.32 -0.70 0.132
H 2.85 -4.38 -4.10 0.057
H 1.78 -5.66 -4.10 0.100
H 3.50 -5.89 -3.45 0.105
H 1.06 -4.17 0.90 0.059
H 0.14 -3.10 0.31 0.062
C -1.66 2.85 -4.12 -0.037
C -0.34 3.59 -3.79 -0.353
C -0.71 4.73 -2.83 -0.138
O 0.52 5.28 -2.24 -0.282
C 1.27 6.02 -3.22 -0.082
N 0.59 2.65 -3.06 0.065
H -2.02 2.26 -3.28 0.047
H -1.47 2.19 -4.97 0.074
H -2.45 3.56 -4.41 0.086
H 0.12 3.89 -4.73 0.128
H -1.09 4.29 -1.90 0.111
H -1.31 5.56 -3.19 0.135
H 0.67 6.88 -3.53 0.094
H 1.67 5.51 -4.09 0.081
H 2.16 6.44 -2.76 0.092
H 0.16 1.97 -2.45 0.030
H 1.13 3.31 -2.51 0.062
C -3.90 3.35 -0.86 -0.082
C -5.33 3.09 -0.72 -0.429
C -5.58 1.92 0.27 -0.180
O -5.21 0.69 -0.28 -0.216
C -5.36 -0.41 0.55 -0.098
N -5.93 4.31 -0.21 0.043
H -3.57 4.07 -1.61 0.072
H -3.29 2.52 -1.24 0.056
H -3.57 3.80 0.07 0.078
H -5.83 2.76 -1.63 0.151
H -6.65 1.84 0.46 0.131
H -5.06 2.00 1.22 0.115
H -4.56 -0.46 1.29 0.075
H -5.35 -1.26 -0.13 0.090
H -6.27 -0.46 1.15 0.101
H -5.44 4.56 0.63 0.070
H -5.72 5.09 -0.82 0.076
C 0.05 3.67 0.97 -0.036
C -0.36 5.12 1.18 -0.425
C -0.35 5.64 2.63 -0.203
O -1.33 5.05 3.44 -0.200
C -1.08 5.29 4.80 -0.117
N 0.49 5.98 0.40 0.050
H 1.04 3.37 1.33 0.073
H 0.02 3.53 -0.11 0.058
H -0.67 3.02 1.47 0.059
H -1.39 5.21 0.84 0.127
H -0.60 6.70 2.58 0.131
H 0.65 5.37 2.98 0.126
H -0.07 4.96 5.00 0.078
H -1.74 4.76 5.49 0.091
H -1.02 6.34 5.08 0.089
H 0.05 6.81 0.03 0.080
H 0.69 5.56 -0.49 0.018
C 4.18 0.82 -3.69 -0.710
O 4.05 -0.20 -3.01 -0.020
N 5.27 1.14 -4.33 0.167
N 3.29 1.79 -3.87 0.182
H 5.95 0.41 -4.20 0.122
H 5.41 2.03 -4.78 0.119
H 3.56 2.59 -4.42 0.105
H 2.33 1.77 -3.56 0.045
C 5.72 -2.10 2.42 -0.734
O 5.03 -1.93 1.41 0.003
N 6.82 -2.74 2.47 0.208
N 5.30 -1.66 3.56 0.204
H 7.21 -2.98 3.37 0.129
H 7.44 -2.84 1.68 0.137
H 4.49 -1.07 3.70 0.100
H 5.90 -1.71 4.37 0.125
C -3.19 -0.93 -3.03 -0.745
O -4.15 -1.41 -3.59 0.038
N -1.95 -1.30 -3.12 0.178
N -3.27 0.16 -2.27 0.174
H -1.23 -0.85 -2.58 0.066
H -1.74 -2.14 -3.64 0.111
H -4.13 0.57 -1.94 0.086
H -2.41 0.61 -1.98 0.061
C 1.11 -1.51 -4.20 -0.827
O 1.77 -2.02 -3.38 0.055
N 0.84 -1.92 -5.34 0.184
N 0.50 -0.35 -4.20 0.186
H 1.06 -2.88 -5.57 0.136
H 0.23 -1.40 -5.96 0.133
H 0.32 0.23 -3.39 0.067
H 0.00 -0.19 -5.06 0.114
C 1.93 -0.87 2.68 -0.812
O 2.26 -1.16 1.52 0.003
N 2.09 -1.62 3.68 0.226
N 1.48 0.29 3.00 0.203
H 2.52 -2.50 3.43 0.105
H 1.99 -1.26 4.62 0.142
H 1.28 0.45 3.98 0.124
H 1.12 0.83 2.23 0.103
C 5.36 -3.10 -4.60 -0.788
O 5.08 -2.96 -3.42 -0.007
N 4.73 -2.50 -5.57 0.197
N 6.12 -4.04 -5.03 0.191
H 5.00 -2.74 -6.51 0.122
H 3.96 -1.94 -5.25 0.110
H 6.58 -4.68 -4.39 0.136
H 6.30 -4.12 -6.02 0.121
C 4.61 3.41 3.46 -0.800
O 5.16 4.31 2.89 0.058
N 4.17 3.47 4.65 0.155
N 4.41 2.16 3.07 0.172
H 4.40 4.34 5.10 0.129
H 3.89 2.69 5.23 0.115
H 4.66 1.76 2.18 0.072
H 3.87 1.52 3.63 0.080
C 4.20 1.70 -0.02 -0.793
O 4.05 0.50 0.05 0.017
N 3.17 2.44 -0.29 0.215
N 5.30 2.39 -0.03 0.199
H 2.28 2.00 -0.48 0.082
H 3.11 3.43 -0.11 0.123
H 6.13 1.83 0.06 0.133
H 5.33 3.35 -0.36 0.131
```

Properties
* E_LUMO: -7.8 eV
* molecular weight: 1215.9 Da
* net charge: +1
* highest occupied orbital energy: -10.304 eV

| no. | orbital gap (eV) |
| --- | --- |
| 1 | 9.3 |
| 2 | 9.9 |
| 3 | 2.5 |